Entry 1:
Here is a 2-piece molecular cluster, C4H7NO2 overall at a distorted geometry from the OMol25 dataset. Energies are from ωB97M-V/def2-TZVPD.

For the HOMO energy, the calculation gives -7.818 eV. For the lowest unoccupied orbital energy, the calculation gives 0.94 eV.

Positions of all 14 atoms, in Å:
C1 0.57105 1.25461 -1.04252
C2 -0.33762 0.14482 -0.59283
C3 0.63821 -2.67850 -0.57560
O1 1.58865 -2.65618 -1.19491
C4 -0.71980 -0.05206 0.68427
O2 -1.38618 -1.15802 1.11822
N1 -0.54050 0.82617 1.72786
H1 1.30637 1.50924 -0.26713
H2 1.14130 0.94380 -1.92509
H3 0.04684 2.18113 -1.31495
H4 -0.75250 -0.51344 -1.35073
H5 -1.10938 -1.89418 0.55305
H6 -0.04236 1.68100 1.54363
H7 -0.40408 0.41160 2.63674

Mulliken atomic charge list, values in e, 8 entries:
1. C -1.325
2. C -0.096
3. C 0.077
4. O -0.123
5. C 0.209
6. O -0.511
7. N -0.454
8. H 0.350

Entry 2:
Here is C7H3Cl2O2PtTe4 as an isolated structure at a distorted geometry from the OMol25 dataset. Energies are from ωB97M-V/def2-TZVPD.

For the HOMO energy (alpha / beta), the calculation gives -4.377 / -4.411 eV. The charge is -1. For the lowest unoccupied orbital energy (alpha / beta), the calculation gives 0.80 / 0.63 eV.

Positions of all 19 atoms, in Å:
Pt1 -0.78965 -2.41648 0.41932
Cl1 2.03181 4.35859 -0.53718
C1 1.69489 2.66367 -0.31141
C2 2.65154 1.72196 -0.71413
C3 2.39884 0.38934 -0.54614
Cl2 3.58164 -0.76531 -1.06849
C4 1.21091 -0.11536 0.07960
O1 1.08319 -1.36183 0.26438
C5 0.26010 0.89035 0.46797
C6 -0.99815 0.55329 1.04604
O2 -1.39247 -0.55815 1.41286
C7 0.52171 2.25782 0.25016
H1 3.58323 2.04481 -1.15662
H2 -1.69185 1.39685 1.19023
H3 -0.22157 2.98479 0.55513
Te1 -3.27025 -2.92759 0.07473
Te2 -5.30926 -4.34495 1.05437
Te3 -4.07205 -1.99551 -2.26021
Te4 -1.27258 -4.77631 -0.22060

Mulliken atomic charge list, values in e, 8 entries:
1. Pt 0.567
2. Cl -0.251
3. C 0.319
4. C -0.668
5. C 0.409
6. Cl -0.207
7. C 0.382
8. O -0.938

Entry 3:
Here is C3H4O2 as an isolated structure at a distorted geometry from the OMol25 dataset. Energies are from ωB97M-V/def2-TZVPD.

For the HOMO energy, the calculation gives -10.625 eV. For the lowest unoccupied orbital energy, the calculation gives 0.84 eV.

Positions of all 9 atoms, in Å:
C1 1.14102 -0.25802 -0.03731
C2 0.02621 0.75709 -0.03676
C3 -0.81873 -0.45217 0.02586
H1 -0.15940 1.48568 -0.82525
H2 -0.01317 1.30776 0.87862
H3 -1.42295 -0.60777 0.90143
H4 -1.43791 -0.67700 -0.88332
O1 2.33392 -0.22367 0.00806
O2 0.35101 -1.33190 -0.03134

Mulliken atomic charge list, values in e, 8 entries:
1. C 0.594
2. C -0.374
3. C -0.249
4. H 0.258
5. H 0.198
6. H 0.240
7. H 0.217
8. O -0.554

Entry 4:
Here is a 8-piece molecular cluster, C54H37Br2F3N2O28 overall at a distorted geometry from the OMol25 dataset. Energies are from ωB97M-V/def2-TZVPD.

For the HOMO energy, the calculation gives -8.511 eV. For the lowest unoccupied orbital energy, the calculation gives -1.97 eV.

Positions of all 126 atoms, in Å:
F1 -1.59904 1.58918 3.68327
C1 -1.98384 0.85467 2.45160
F2 -0.84225 0.04447 1.88454
Br1 -3.38779 -0.53751 2.95364
C2 -2.67829 1.77906 1.28831
F3 -2.17437 1.23990 -0.02983
Br2 -4.64492 1.41623 1.31965
C3 -2.26271 3.36600 1.32384
C4 -3.03511 4.25965 2.46168
C5 -4.46561 4.90283 1.98535
C6 -4.71172 5.92209 0.72510
C7 -6.24421 6.41926 0.38602
C8 -7.59492 5.95990 1.25310
N1 -8.91086 6.52204 0.79607
C9 -9.99975 5.95608 1.66531
C10 -9.81002 4.94216 2.92431
N2 -8.46580 4.44526 3.37465
C11 -7.35039 4.95150 2.50467
C12 -5.81672 4.45096 2.85434
H1 -1.09821 3.41909 1.56807
H2 -2.37420 3.80335 0.22387
H3 -3.12869 3.66155 3.47767
H4 -2.31886 5.18443 2.69929
H5 -3.79952 6.24436 0.06647
H6 -6.38117 7.13669 -0.54195
H7 -11.11589 6.28345 1.40329
H8 -10.77470 4.58132 3.51551
H9 -5.67343 3.72568 3.76585
C13 3.00740 -1.64802 -0.41147
C14 2.27208 -0.73308 0.22327
C15 2.90085 0.28793 1.10635
O1 2.20113 1.12775 1.66143
C16 4.36083 0.24185 1.28226
C17 5.09558 -0.67533 0.65015
C18 4.46967 -1.67855 -0.25424
O2 5.17325 -2.49761 -0.83585
O3 6.46783 -0.72604 0.81309
O4 0.89688 -0.69980 0.08244
H10 2.56366 -2.39456 -1.05808
H11 4.80296 0.97846 1.94079
H12 6.76966 -1.47356 0.25220
H13 0.59580 0.05145 0.63855
C19 -9.34024 -0.41034 4.22153
C20 -9.65662 -1.20894 5.24273
C21 -10.16893 -0.65625 6.52714
O5 -10.46923 -1.41623 7.44107
C22 -10.29071 0.80490 6.64886
C23 -9.97100 1.60351 5.62874
C24 -9.48508 1.04909 4.33543
O6 -9.21653 1.80742 3.40970
O7 -10.08048 2.97771 5.73723
O8 -9.52062 -2.58149 5.14399
H14 -8.96887 -0.79877 3.28157
H15 -10.64733 1.19429 7.59381
H16 -9.79235 3.33180 4.86769
H17 -9.81446 -2.93581 6.01140
C25 -2.39260 -4.19802 -4.18647
C26 -3.12792 -3.28308 -3.55173
C27 -2.49915 -2.26207 -2.66865
O9 -3.19887 -1.42225 -2.11357
C28 -1.03917 -2.30815 -2.49274
C29 -0.30442 -3.22533 -3.12485
C30 -0.93033 -4.22855 -4.02924
O10 -0.22675 -5.04761 -4.61085
O11 1.06783 -3.27604 -2.96191
O12 -4.50312 -3.24980 -3.69256
H18 -2.83634 -4.94456 -4.83308
H19 -0.59704 -1.57154 -1.83421
H20 1.36966 -4.02356 -3.52280
H21 -4.80420 -2.49855 -3.13645
C31 -1.48820 -5.85042 -9.41060
C32 -1.12456 -5.35651 -8.22546
C33 -1.33997 -3.92267 -7.88584
O13 -1.01273 -3.50198 -6.78178
C34 -1.94282 -3.05497 -8.90969
C35 -2.30321 -3.54832 -10.09601
C36 -2.11303 -4.98766 -10.42506
O14 -2.47115 -5.41568 -11.51717
O15 -2.86782 -2.73790 -11.06381
O16 -0.53430 -6.16074 -7.26790
H22 -1.33955 -6.89110 -9.66984
H23 -2.07737 -2.01120 -8.65635
H24 -3.04116 -3.32796 -11.82950
H25 -0.36655 -5.57198 -6.50011
C37 2.61619 -6.61306 -8.77715
C38 3.03936 -7.86812 -8.93985
C39 4.14963 -8.19482 -9.87698
O17 4.52937 -9.35489 -9.99121
C40 4.75146 -7.09254 -10.64339
C41 4.32580 -5.83805 -10.48309
C42 3.23454 -5.50806 -9.52581
O18 2.87738 -4.34304 -9.38676
O19 4.88511 -4.79770 -11.20216
O20 2.46125 -8.91231 -8.24159
H26 1.81169 -6.36113 -8.09771
H27 5.54534 -7.34632 -11.33410
H28 4.40833 -3.99116 -10.90774
H29 2.94210 -9.71790 -8.53157
C43 5.02460 6.25908 3.71752
C44 4.42490 5.16800 3.23730
C45 4.83476 3.80448 3.67372
O21 4.25240 2.82148 3.22922
C46 5.94426 3.69248 4.63344
C47 6.54612 4.78356 5.11089
C48 6.11783 6.14741 4.69541
O22 6.67812 7.13186 5.16562
O23 7.59128 4.68547 6.01102
O24 3.39838 5.26498 2.31590
H30 4.73528 7.25630 3.41066
H31 6.24389 2.69506 4.92860
H32 7.85526 5.61108 6.20610
H33 3.13048 4.33965 2.12549
C49 9.51561 1.08860 8.47430
C50 9.29695 2.25671 7.86731
C51 10.35811 3.29858 7.78928
O25 10.13384 4.35470 7.20848
C52 11.65239 3.01323 8.42805
C53 11.86967 1.84644 9.03799
C54 10.81789 0.79430 9.09184
O26 11.05349 -0.27533 9.64367
O27 13.08277 1.57275 9.64272
O28 8.07461 2.54152 7.28691
H34 8.75398 0.32154 8.53643
H35 12.40878 3.78604 8.37945
H36 12.99190 0.66713 10.01162
H37 8.16757 3.44468 6.91283

Mulliken atomic charge list, values in e, 8 entries:
1. F -0.236
2. C 0.495
3. F -0.199
4. Br -0.135
5. C 0.281
6. F -0.295
7. Br -0.072
8. C -0.462

Entry 5:
Here is an isolated molecule of C5H10O from the OMol25 dataset. Energies are from ωB97M-V/def2-TZVPD.

For the HOMO energy, the calculation gives -10.082 eV. For the lowest unoccupied orbital energy, the calculation gives 1.08 eV. Its SMILES is C[C@H](O)C1CC1.

Positions of all 16 atoms, in Å:
C1 1.67924 1.07901 -0.11134
C2 0.97845 -0.18676 0.36138
O1 1.02636 -1.13917 -0.69596
C3 -0.45695 0.01839 0.85603
C4 -1.48885 0.16643 -0.22073
C5 -1.36441 -1.13199 0.54140
H1 2.65812 0.79732 -0.51228
H2 1.81937 1.80977 0.69009
H3 1.10896 1.55520 -0.91894
H4 1.55406 -0.65203 1.16929
H5 0.36410 -0.87689 -1.35068
H6 -0.57193 0.57353 1.78587
H7 -2.39305 0.73080 -0.01840
H8 -1.13461 0.32271 -1.23995
H9 -2.20275 -1.37126 1.18326
H10 -0.85495 -1.99970 0.13642

Mulliken atomic charge list, values in e, 8 entries:
1. C -1.211
2. C 0.050
3. O -0.598
4. C -0.012
5. C -0.756
6. C -0.453
7. H 0.323
8. H 0.359

Sequential energy relative to the best compared isomer or geometry (same formula, charge and spin) output: 1.430 2.568 0.658 12.161 1.210 eV